(1)
A structure of composition C46H35CsN11O4PS in a non-equilibrium geometry, computed with wB97M-V/def2-TZVPD.

CARTESIAN COORDINATES (ANGSTROEM)
Cs  0.2654  -0.9035  -0.7561
C  -4.6248  -2.1189  -1.5704
C  -3.7167  -2.5337  -0.5981
N  -3.4231  -1.7859  0.4559
C  -4.0265  -0.5997  0.5094
C  -4.9333  -0.1913  -0.4555
N  -5.2556  -0.9549  -1.4976
C  -3.6765  0.2880  1.6565
C  -4.6608  1.0019  2.3353
C  -4.3003  1.7898  3.4140
C  -2.9606  1.8267  3.7637
C  -2.0350  1.0932  3.0229
N  -2.3928  0.3431  1.9906
C  -0.5679  1.1066  3.3644
C  -0.0248  2.0182  4.2572
N  1.2747  2.0263  4.5628
C  2.0177  1.1141  3.9510
C  1.4866  0.1962  3.0434
N  0.1918  0.2024  2.7564
C  -5.3305  2.5576  4.1963
C  -6.6186  2.7394  3.7143
C  -7.5430  3.4457  4.4707
N  -7.2770  3.9777  5.6612
C  -6.0391  3.8062  6.1185
C  -5.0479  3.1167  5.4343
H  -4.8270  -2.7467  -2.4306
H  -3.2023  -3.4806  -0.6986
H  -5.3984  0.7878  -0.3948
H  -5.6901  0.8852  2.0277
H  -2.6240  2.4190  4.5998
H  -0.6337  2.7772  4.7325
H  3.0801  1.1049  4.1687
H  2.1040  -0.5176  2.4914
H  -6.9203  2.3567  2.7500
H  -8.5481  3.5877  4.0893
H  -5.8184  4.2377  7.0887
H  -4.0746  3.0155  5.8934
C  2.6720  -0.1221  -4.7225
C  3.7938  -0.3496  -3.9382
C  3.8206  0.0636  -2.6117
C  2.7339  0.7334  -2.0552
C  1.6196  0.9756  -2.8650
C  1.5780  0.5420  -4.1849
P  2.7097  1.2586  -0.2809
C  3.6364  2.8609  -0.4285
C  4.0338  3.4707  -1.6158
C  4.6774  4.7064  -1.6101
C  4.9442  5.3548  -0.4139
C  4.5554  4.7587  0.7822
C  3.9037  3.5360  0.7672
C  3.9507  0.1326  0.4671
C  5.3098  0.4529  0.5955
C  6.1724  -0.4737  1.1644
C  5.6611  -1.7105  1.5617
C  4.3116  -1.9996  1.3848
C  3.3651  -1.0994  0.8435
H  2.6317  -0.4836  -5.7424
H  4.6373  -0.8935  -4.3461
H  4.6755  -0.1709  -1.9894
H  0.7627  1.5126  -2.4659
H  0.6906  0.7101  -4.7833
H  3.8427  2.9753  -2.5604
H  4.9726  5.1586  -2.5500
H  5.4463  6.3152  -0.4100
H  4.7552  5.2514  1.7269
H  3.5966  3.0833  1.7057
H  5.7031  1.4090  0.2614
H  7.2249  -0.2416  1.2884
H  6.3303  -2.4445  2.0063
H  3.9731  -2.9922  1.6924
C  0.8636  -6.7115  1.0425
C  1.6246  -6.0934  -0.0692
N  2.4273  -6.7171  -0.8793
N  2.8762  -5.7199  -1.6987
C  2.3828  -4.4887  -1.4262
S  2.7030  -3.0369  -2.1723
N  1.5715  -4.7635  -0.3611
N  0.8764  -3.7903  0.3785
H  1.0489  -7.7831  1.0376
H  -0.2094  -6.5423  0.9270
H  1.1700  -6.2952  2.0039
H  3.4860  -5.9151  -2.4698
H  0.4586  -3.1574  -0.3077
H  0.0829  -4.2650  0.7981
O  -2.5491  1.8545  -6.7278
C  -2.6543  0.6360  -6.4592
O  -2.9988  -0.3141  -7.1904
C  -2.4129  0.2780  -4.9846
C  -2.5840  1.2328  -3.9867
C  -2.3719  0.8773  -2.6669
N  -1.9603  -0.3362  -2.2846
C  -1.7809  -1.2606  -3.2410
C  -2.0194  -0.9946  -4.5858
C  -1.3225  -2.6704  -2.8002
O  -1.3664  -3.5639  -3.6442
O  -0.9606  -2.7779  -1.5778
H  -2.8701  2.2383  -4.2676
H  -2.5302  1.5963  -1.8652
H  -1.9015  -1.7846  -5.3132

Calculated values
Gap between HOMO and LUMO (eV): 4.7
E_LUMO (eV): 2.7
E_tot (Ha): -3436.92876
Total charge: -2
Energy above the lowest of the compared OMol25 structures with the same formula, charge and spin (kcal per mole): 28.16

Atom charges from the Löwdin analysis, given in e for atoms 1 to 5:
1 Cs 1.28
2 C -0.11
3 C -0.11
4 N 0.16
5 C -0.23

(2)
A structure of composition C46H35NO13PS3Zr in a non-equilibrium geometry, computed with wB97M-V/def2-TZVPD.

CARTESIAN COORDINATES (ANGSTROEM)
Zr  -0.9067  0.3445  -0.0903
O  2.8589  0.5285  0.3225
C  2.2065  -0.2428  -0.4190
O  0.9723  -0.1505  -0.8216
C  2.8660  -1.4586  -0.9272
C  4.2789  -1.4639  -0.8429
C  4.9388  -2.6387  -0.8435
C  4.1839  -3.7922  -1.1657
C  2.7773  -3.7450  -1.4585
C  2.0706  -2.5568  -1.3685
P  0.5851  -2.3715  -2.3754
C  1.1536  -2.4891  -4.0401
C  0.6790  -1.5529  -5.0330
C  0.8405  -1.8541  -6.3726
C  1.6566  -2.9174  -6.7953
C  2.2376  -3.7116  -5.8377
C  1.9075  -3.5553  -4.4661
C  -0.3502  -3.9430  -2.2195
C  -1.0468  -4.4682  -3.2732
C  -1.7901  -5.6502  -3.1117
C  -1.7931  -6.3390  -1.9132
C  -0.9923  -5.8726  -0.8627
C  -0.3516  -4.6345  -0.9886
H  4.7397  -0.4828  -0.6413
H  5.9863  -2.6848  -0.5948
H  4.5806  -4.7673  -1.2733
H  2.2263  -4.6931  -1.5872
H  0.1420  -0.6680  -4.6448
H  0.3431  -1.2051  -7.1404
H  1.7407  -3.1598  -7.8580
H  2.9560  -4.4538  -6.1074
H  2.4779  -4.1559  -3.7468
H  -1.0291  -3.9636  -4.2042
H  -2.3805  -6.0226  -3.9600
H  -2.3740  -7.2874  -1.8508
H  -0.8953  -6.3932  0.0986
H  0.0752  -4.1627  -0.0993
O  -2.3269  2.1190  0.0061
S  -1.5865  3.0168  -0.8915
O  -1.2897  4.2874  -0.2872
O  -0.4161  2.1369  -1.2916
C  -2.6823  3.1736  -2.3306
C  -3.0062  4.4479  -2.7564
C  -3.8790  4.5990  -3.8720
C  -4.5820  3.5169  -4.3814
C  -4.2177  2.1994  -3.9599
C  -3.3305  2.0376  -2.9034
S  -3.0056  0.1738  -3.0176
O  -4.3239  -0.3911  -2.9987
O  -2.1209  -0.1073  -4.1481
O  -2.1617  -0.1401  -1.7143
H  -2.5769  5.3243  -2.3130
H  -3.9183  5.5631  -4.3177
H  -5.3404  3.6553  -5.0943
H  -4.6892  1.3204  -4.4470
O  -6.8058  -3.2372  1.3298
C  -6.6558  -2.2075  2.0519
O  -7.4906  -1.6170  2.7596
C  -5.3105  -1.5318  1.7942
C  -5.1438  -0.1502  1.9780
C  -3.9291  0.4247  1.7374
N  -2.8199  -0.3255  1.2985
C  -2.9092  -1.6672  1.3315
C  -4.1503  -2.2909  1.4931
C  -1.6301  -2.3670  1.2574
O  -1.4461  -3.4962  1.7515
O  -0.6425  -1.6858  0.6918
H  -5.9126  0.5006  2.3759
H  -3.6959  1.4981  1.6783
H  -4.0522  -3.3666  1.4046
O  0.0357  1.0723  1.5594
S  0.5369  2.0458  2.6562
C  1.7194  3.0654  1.5967
C  2.5636  4.0836  2.2898
C  2.0424  5.3773  2.4537
C  2.8696  6.4368  2.8330
C  4.1989  6.2349  3.0989
C  4.7055  4.9032  3.0224
C  3.8741  3.8431  2.6540
C  1.8138  1.1879  3.7389
C  1.7881  1.5981  5.1757
C  2.9982  1.5697  5.8976
C  2.9931  1.7500  7.3056
C  1.8647  1.9600  8.0419
C  0.7170  2.0636  7.2889
C  0.6369  1.8437  5.9004
H  1.0749  3.5257  0.8395
H  2.2921  2.2833  1.1268
H  0.9567  5.4405  2.1715
H  2.4417  7.4292  2.9866
H  4.8602  7.0389  3.4609
H  5.7660  4.7763  3.2989
H  4.2850  2.8086  2.6819
H  2.8021  1.3550  3.2191
H  1.4587  0.0868  3.6246
H  3.9802  1.5685  5.3317
H  4.0039  1.8859  7.7896
H  1.7761  2.1344  9.0965
H  -0.2444  2.1028  7.7953
H  -0.3342  1.7501  5.3628

Calculated values
Gap between HOMO and LUMO (eV): 6.7
E_LUMO (eV): 1.6
E_tot (Ha): -4390.00552
Total charge: -1
Energy above the lowest of the compared OMol25 structures with the same formula, charge and spin (kcal per mole): 64.11

Atom charges from the Löwdin analysis, given in e for atoms 1 to 5:
1 Zr 1.88
2 O 0.01
3 C -0.52
4 O -0.26
5 C -0.12

Q: The highest E_LUMO belongs to which entry?
A: C46H35CsN11O4PS